Formula: C18H22BCl24FO8S2
Source: the Open Molecules 2025 dataset
Level of theory: ωB97M-V with the def2-TZVPD basis set

Properties
Max |F| ... 0.0328 Eh/bohr
Electronic energy ... -361005.3279 eV
HOMO energy ... -8.46 eV
SMILES string ... CCSC[C@]1(COC(C)=O)OS(=O)(=O)O[C@@]1(CB(O)O)C[C@H](C)F.ClC(Cl)(Cl)Cl.ClC(Cl)(Cl)Cl.ClC(Cl)(Cl)Cl.ClC(Cl)(Cl)Cl.ClC(Cl)(Cl)Cl.ClC(Cl)(Cl)Cl
Orbital gap ... 8.440 eV
LUMO ... 0.0 eV

Geometry (Å):
Cl (-9.86275, -5.00935, -1.73495)
Cl (0.97718, -1.06474, 7.15416)
Cl (-12.76806, 1.08466, 1.41495)
Cl (-5.19131, 0.03256, 3.65430)
Cl (9.72771, -2.14775, -6.21854)
Cl (-10.06549, 1.15673, 2.45648)
Cl (7.30251, -2.72915, -7.66771)
Cl (-11.63648, -1.23381, 2.70723)
Cl (-9.20558, 0.22219, -2.55652)
Cl (-7.58375, 2.09140, -4.03526)
Cl (7.17275, -1.98065, -4.88717)
Cl (7.89331, -0.01868, -6.87448)
Cl (-1.01247, -1.71068, 5.16839)
Cl (-10.16541, -3.46978, 0.68700)
Cl (-7.99448, -2.89819, -1.11793)
Cl (-6.37074, 0.39437, -2.04153)
Cl (-7.97650, -5.33355, 0.42642)
Cl (1.37628, -0.28797, 4.40334)
Cl (1.53350, -3.06857, 5.15331)
Cl (-10.66838, -0.38242, 0.09872)
Cl (-7.23242, 2.03190, 4.03387)
Cl (-7.17427, 0.45094, 1.60337)
Cl (-8.12463, 2.54903, -1.24346)
Cl (-5.16491, 2.45610, 2.07450)
S (2.97433, 3.13276, 1.09261)
S (-0.24562, 1.74948, 0.50782)
F (7.23024, 1.45139, 0.96407)
O (2.46596, 1.65610, 1.43757)
O (3.64994, 2.75266, -0.30047)
O (5.46518, 0.45281, -3.69674)
O (1.93040, 4.03703, 0.76160)
O (1.67632, -1.94775, -1.51618)
O (3.87231, 3.60187, 2.08708)
O (4.85330, -1.28662, -2.23175)
O (1.53892, -1.44762, 0.68768)
C (2.71999, -0.66248, 0.57850)
C (5.06883, 0.96564, 0.28487)
C (1.13290, 1.10923, -0.48456)
C (1.22634, -2.16657, -0.41619)
C (-9.00181, -4.17796, -0.43446)
C (0.71940, -1.53194, 5.47178)
C (6.16243, 2.02854, 0.24935)
C (6.70579, 2.36808, -1.11972)
C (3.76564, 1.29055, -0.48700)
C (-6.19344, 1.24158, 2.83896)
C (-11.28466, 0.15787, 1.66923)
C (-1.92948, 0.59005, 2.35911)
C (2.47793, 0.81761, 0.25512)
C (0.21261, -3.24292, -0.13566)
C (3.73989, 1.12116, -2.00715)
C (-0.45833, 0.58129, 1.87110)
C (-7.81974, 1.31467, -2.46678)
C (8.02799, -1.71782, -6.41875)
B (4.72298, 0.04322, -2.63721)
H (-0.15307, -0.42864, 1.63522)
H (7.55900, 3.03026, -1.00114)
H (0.50437, -3.75795, 0.77709)
H (5.51599, 0.00804, 0.02049)
H (5.37228, -1.39179, -1.43161)
H (7.10074, 1.44870, -1.55402)
H (-2.24019, -0.44752, 2.46659)
H (0.77430, 0.23575, -1.01510)
H (-1.99300, 1.05881, 3.33577)
H (5.94883, 2.79113, -1.76869)
H (-2.58046, 1.06447, 1.63155)
H (-0.72687, -2.73330, 0.08431)
H (3.97696, 2.08236, -2.45216)
H (1.32621, 1.88048, -1.22756)
H (6.14778, -0.20282, -3.90068)
H (2.73781, 0.88145, -2.36626)
H (3.44724, -1.09415, -0.09998)
H (0.10486, -3.89481, -0.98943)
H (5.89295, 2.90988, 0.82014)
H (4.78949, 0.87598, 1.33586)
H (3.16954, -0.67928, 1.57219)
H (0.13309, 0.94646, 2.70507)

Forces on atoms 1 to 2 (eV/Å):
Cl 0.0 0.0 0.0
Cl 0.0 0.0 0.0